Arrangement one

Below is CH3NS2 in the gas phase, with properties calculated with ωB97M-V with the def2-TZVPD basis set.

Values from the calculation:
**Frontier orbital gap**: 9.004 eV
**Lowest unoccupied orbital energy**: 0.43 eV
**SMILES**: S=CNS

Element x y z (Å)
S (0.9621, 0.0120, -2.7347)
C (-0.0072, -0.4233, -1.4614)
N (0.2787, -0.0029, -0.2333)
S (-0.8618, -0.2682, 1.0619)
H (-0.8503, -0.9225, -1.6716)
H (1.1839, 0.2723, 0.0821)
H (-0.5750, 0.8568, 1.7454)

---

Arrangement two

Below is 2 unconnected molecules or ions with the total composition CH3NS2, with properties calculated with ωB97M-V with the def2-TZVPD basis set.

Values from the calculation:
**Frontier orbital gap**: 10.169 eV
**Lowest unoccupied orbital energy**: 0.61 eV
**SMILES**: N=C=S.S

Element x y z (Å)
N (-3.4705, -1.6979, 0.5416)
C (-3.0541, -0.6667, 0.0910)
S (-2.4228, 0.7396, -0.0568)
H (-3.7745, -2.5759, 0.1737)
S (0.7316, 1.2514, 0.4121)
H (0.2330, 0.1125, -0.0328)
H (1.9705, 1.0445, 0.1970)

---

Arrangement three

Below is 2 unconnected molecules or ions with the total composition CH3NS2, with properties calculated with ωB97M-V with the def2-TZVPD basis set.

Values from the calculation:
**Frontier orbital gap (alpha / beta)**: 5.602 / 5.585 eV
**Lowest unoccupied orbital energy (alpha / beta)**: -3.17 / -3.18 eV

Element x y z (Å)
C (-0.6634, 0.3799, 0.4980)
N (-0.0942, -0.7083, 0.2494)
S (-1.4876, 0.5104, 1.9507)
S (1.5942, -0.6262, -1.5869)
H (-0.8464, 1.0923, -0.2091)
H (-0.1403, -1.4252, 1.0517)
H (1.6376, 0.7772, -1.9537)

---

Which of them is the most stable? Correct choice: arrangement two.

---

Arrangement one

Below is C4H7ClOS in the gas phase, with properties calculated with ωB97M-V with the def2-TZVPD basis set.

Values from the calculation:
**Frontier orbital gap**: 8.919 eV
**Lowest unoccupied orbital energy**: -0.44 eV
**SMILES**: CC(C)(C=O)SCl

Element x y z (Å)
C (0.5781, 0.7412, -0.9041)
C (-0.5427, 0.0095, -0.1618)
C (-0.5310, -0.0897, 1.4277)
C (-0.7978, -1.4224, -0.8025)
O (-1.2001, -2.3815, -0.2599)
S (-2.0562, 0.9131, -0.7322)
Cl (-3.5482, -0.1483, 0.3875)
H (1.4905, 0.7644, -0.4850)
H (0.3596, 1.7522, -1.0491)
H (0.7572, 0.1680, -1.7956)
H (0.4253, 0.0359, 1.8681)
H (-1.1534, 0.5310, 2.0034)
H (-0.8463, -1.0571, 1.7080)
H (-0.6464, -1.4051, -1.9479)

---

Arrangement two

Below is C4H7ClOS in the gas phase, with properties calculated with ωB97M-V with the def2-TZVPD basis set.

Values from the calculation:
**Frontier orbital gap**: 10.189 eV
**Lowest unoccupied orbital energy**: 0.60 eV
**SMILES**: SC1(CCl)COC1

Element x y z (Å)
S (1.6711, 1.1275, 0.5806)
C (0.2823, 0.0636, 0.0926)
C (0.1797, 0.2061, -1.4320)
Cl (-1.0681, -0.8983, -2.1503)
C (0.2890, -1.2877, 0.7427)
O (-1.0708, -1.0850, 1.1905)
C (-1.0727, 0.3040, 0.8121)
H (1.2336, 2.3448, 0.2951)
H (1.1523, -0.0593, -1.9144)
H (-0.0633, 1.1921, -1.7718)
H (0.3818, -2.1030, 0.0185)
H (0.9594, -1.3511, 1.6128)
H (-0.9319, 0.9606, 1.6949)
H (-1.9424, 0.5856, 0.2286)

---

Which of them is the most stable? Correct choice: arrangement one.

---

Arrangement one

Below is C9H12N4O2 in the gas phase, with properties calculated with ωB97M-V with the def2-TZVPD basis set.

Values from the calculation:
**Frontier orbital gap (alpha / beta)**: 7.799 / 7.809 eV
**Lowest unoccupied orbital energy (alpha / beta)**: -1.03 / -1.03 eV
**SMILES**: Cn1c(=O)c2c(n(C)c1=O)=NC(C)(C)N=2

Element x y z (Å)
C (-3.0094, 0.8268, 2.2853)
N (-1.8675, 0.6241, 1.4045)
C (-1.5523, -0.6934, 1.0593)
O (-2.2000, -1.6219, 1.4697)
C (-0.3858, -0.7685, 0.1664)
C (0.2287, 0.4489, -0.1945)
N (-0.1136, 1.6655, 0.2017)
C (0.6579, 2.8312, -0.1709)
C (-1.2061, 1.7911, 1.0540)
O (-1.5628, 2.8730, 1.4548)
N (1.4532, 0.0069, -1.1777)
C (1.2911, -1.3976, -1.1359)
C (2.5586, -2.0242, -0.5067)
C (1.1087, -1.9630, -2.5577)
N (0.1757, -1.8190, -0.3394)
H (-3.6713, 1.5746, 1.8528)
H (-3.5231, -0.1255, 2.3915)
H (-2.6715, 1.1800, 3.2588)
H (1.1837, 2.6022, -1.0946)
H (-0.0127, 3.6789, -0.2948)
H (1.3840, 3.0647, 0.6105)
H (2.4027, -3.0899, -0.3846)
H (2.7373, -1.5683, 0.4647)
H (3.4076, -1.8270, -1.1539)
H (0.1953, -1.5609, -2.9858)
H (1.0371, -3.0448, -2.5097)
H (1.9546, -1.6641, -3.1679)

---

Arrangement two

Below is C9H12N4O2 in the gas phase, with properties calculated with ωB97M-V with the def2-TZVPD basis set.

Values from the calculation:
**Frontier orbital gap**: 7.738 eV
**Lowest unoccupied orbital energy**: -0.24 eV
**SMILES**: CN(C)/N=[N+](\[O-])c1ccc(C(N)=O)cc1

Element x y z (Å)
C (-0.2289, -0.2660, 5.1100)
N (0.3348, 0.6710, 4.1625)
C (1.2370, 1.8549, 4.4998)
N (0.2026, 0.3987, 2.8282)
N (-0.2311, 1.1450, 2.0229)
O (-0.7335, 2.2497, 2.1556)
C (-0.1949, 0.6431, 0.6720)
C (-1.1929, 0.8723, -0.3867)
C (-1.1781, 0.1829, -1.6284)
C (-0.0460, -0.5314, -2.0413)
C (-0.0245, -1.1417, -3.4908)
N (0.9973, -1.9999, -3.6810)
O (-0.8224, -1.0130, -4.4172)
C (1.0384, -0.5776, -1.0601)
C (0.9397, -0.1631, 0.2416)
H (-0.0026, 0.1041, 6.1025)
H (-1.3026, -0.1849, 4.8894)
H (0.3249, -1.1948, 4.9393)
H (1.7626, 1.5806, 5.3958)
H (1.9092, 2.1453, 3.6341)
H (0.6174, 2.6909, 4.6169)
H (-2.0354, 1.6153, -0.3445)
H (-1.9473, 0.3783, -2.3237)
H (0.9273, -2.3884, -4.6001)
H (1.4360, -2.4696, -2.9128)
H (1.9742, -1.1159, -1.2952)
H (1.7413, -0.3565, 0.8353)

---

Which of them is the most stable? Correct choice: arrangement one.

---

Arrangement one

Below is a gas-phase ion, C2H5N2Si (charge +1), with properties calculated with ωB97M-V with the def2-TZVPD basis set.

Values from the calculation:
**Frontier orbital gap**: 9.204 eV
**Lowest unoccupied orbital energy**: -6.27 eV
**Net charge**: +1
**SMILES**: C1=NC=[NH+][SiH2]1

Element x y z (Å)
C (-1.1251, 0.7381, 0.4864)
N (-1.4707, -0.4793, 0.2657)
C (-0.4428, -1.2877, -0.0992)
N (0.7229, -0.7627, -0.2958)
Si (0.7141, 1.0459, 0.0398)
H (-1.9143, 1.4427, 0.7217)
H (-0.6566, -2.3420, -0.2297)
H (1.5007, -1.3539, -0.5656)
H (0.6925, 1.6484, -1.2898)
H (1.9794, 1.3504, 0.9666)

---

Arrangement two

Below is a gas-phase ion, C2H5N2Si (charge +1), with properties calculated with ωB97M-V with the def2-TZVPD basis set.

Values from the calculation:
**Frontier orbital gap**: 9.143 eV
**Lowest unoccupied orbital energy**: -6.35 eV
**Net charge**: +1
**SMILES**: C1=NC=[NH+][SiH2]1

Element x y z (Å)
C (0.9988, 0.8005, 0.5303)
N (-0.0397, 0.8124, 1.2761)
C (-0.9195, -0.0787, 0.8815)
N (-0.8254, -0.6980, -0.2875)
Si (0.7028, -0.1710, -1.0899)
H (1.5785, 1.7943, 0.6735)
H (-1.7389, -0.2362, 1.4465)
H (-1.4060, -1.4306, -0.4097)
H (0.1727, 0.5661, -2.1150)
H (1.4768, -1.3587, -0.9057)

---

Which of them is the most stable? Correct choice: arrangement one.